1.
Here is 4 unconnected molecules or ions with the total composition C24H43F4N4O9 in a non-equilibrium geometry from OMol25. Energies are from wB97M-V/def2-TZVPD.

The geometry in XYZ format:
```
84
C24H43F4N4O9 wB97M-V/def2-TZVPD
F 2.00814 -0.86039 -3.35621
O -3.19644 2.73569 -1.15798
H -6.90820 1.33730 0.10782
F 0.78851 -4.20034 4.83590
C 7.05548 -1.78474 -3.88764
H -10.78003 2.80498 1.68808
H 8.48067 -1.40679 -1.24480
N 3.30711 -1.20264 2.81141
N 3.25636 -1.78073 1.59781
C 2.73318 0.27321 -1.37280
C 3.50204 -2.01015 4.01160
C -3.88618 3.18732 -2.33330
C 3.03654 -0.81252 0.69136
O 1.34418 -1.20628 4.82573
C 2.84156 0.05700 -2.85659
H -5.18289 4.41409 -0.57010
O 3.64586 0.65317 -3.56137
H -8.55016 0.70306 -0.11737
H 7.37626 -0.14076 -2.49696
O -9.17283 3.22317 0.55678
H -7.61216 1.19994 -1.51259
C 1.67574 -2.99858 -1.39956
C 7.91727 -2.09937 -0.62461
H -1.23952 -1.89660 -0.98575
H 0.01082 -3.54072 -0.21891
C -4.46745 4.30964 0.24254
H -10.21573 1.43199 0.76609
H -5.03791 4.16639 1.15659
C 2.17550 -2.32097 4.70479
C 6.57222 -0.77625 -2.86902
H -4.96096 3.23665 -2.15398
H -3.82360 4.78453 -3.77236
H -0.73415 0.86280 -1.04407
C -3.32695 4.49690 -2.84627
H -8.78541 2.72562 3.15831
H 2.39621 -2.71185 5.69108
H 3.52508 0.95519 -1.12138
H -8.16072 1.33605 2.28415
H -9.66182 1.18708 3.20653
C 3.13640 0.09673 2.59134
H 1.79376 0.75496 -1.11770
C -8.30245 2.86523 -0.39796
H 8.24888 -1.96611 0.40163
H 1.84801 -0.48036 5.19722
H 3.15521 0.80918 3.38478
H 3.96652 -2.92647 3.68627
H -3.88183 5.22349 0.33134
H 1.06609 -2.49567 0.65198
O -3.02019 2.59593 1.02279
H 8.13425 -3.12020 -0.93562
H 0.13744 -1.00922 -1.61460
C -0.77172 0.68827 0.02777
H 4.20045 -1.53183 4.67816
H 3.35227 -2.77178 1.46206
O -0.38203 -0.63839 0.36934
H 3.65709 -2.90521 -0.57667
H 1.26430 -2.82395 -2.37900
C 0.64341 -2.67091 -0.32344
H 7.51347 -1.27609 -4.73472
O -7.87098 3.70986 -1.13376
H -3.45819 5.30068 -2.12239
H -0.10811 1.38379 0.52863
C 3.02222 -2.29587 -1.19790
N 2.98062 0.35249 1.33531
C -7.82581 1.43184 -0.47230
C 6.42663 -1.88746 -0.67086
F 2.13199 -4.12366 3.14468
C -0.25586 -1.50807 -0.73037
O 5.85920 -1.39045 -1.77633
H 6.22093 -2.38514 -4.24989
H -1.77873 0.90724 0.34785
N 2.91182 -0.96367 -0.60886
F 0.40719 -2.85689 3.22167
H 5.83854 -0.11463 -3.31960
C -9.07593 1.85323 2.57353
C 1.36509 -3.39588 3.95999
H 7.78746 -2.47095 -3.46091
H 1.86938 -4.06394 -1.36681
H -2.25765 4.40176 -3.03709
C -3.53029 3.14041 0.07969
H -3.72689 2.40349 -3.07191
O 5.70667 -2.20166 0.24505
H 3.53898 -2.25636 -2.14086
C -9.88323 2.28019 1.36557
```

Summary:
- Orbital gap: 9.15 eV
- E_HOMO: -0.41980 Eh
- Net charge: +1



2.
Here is a molecular structure, C24H43IP2Ru in a non-equilibrium geometry from OMol25. Energies are from wB97M-V/def2-TZVPD.

The geometry in XYZ format:
```
71
C24H43IP2Ru wB97M-V/def2-TZVPD
P -2.19798 -0.02327 0.00999
H -1.91304 4.79896 0.77463
C -1.10439 2.57012 2.64230
C 1.52435 -2.26887 1.74303
H 3.55763 -2.30017 -3.78444
H -4.43253 0.42709 0.36308
H 2.66013 0.02694 0.57887
H 2.94901 1.83384 1.11451
C 0.14881 2.08981 3.07705
H -1.74467 3.65694 -0.56522
C 0.52033 1.84222 4.47955
H -2.69778 -2.21814 -0.96707
H -3.19894 -2.10989 0.74045
C 1.50314 -3.25542 -1.62618
C 1.72859 -1.11046 -3.87553
H 2.64805 0.85946 2.56000
C 1.04962 2.12788 1.98365
H -3.15662 3.07678 2.98726
C -1.09402 -2.59231 0.47122
H 2.94801 -0.72740 -0.89299
C 2.32120 0.04970 -0.50045
H 3.02483 2.60138 2.69966
H -2.44459 2.06127 4.25357
C 0.69229 -3.79837 -2.76412
C -0.49992 -1.53985 -2.72286
C -1.96042 3.73783 0.50321
H -3.09026 1.70998 -1.40248
H -1.76218 0.90374 -2.26766
C -2.23553 2.85562 3.53033
H -0.15026 1.16591 5.01669
P 0.04375 -1.32939 1.25434
H 0.39526 -4.80095 -2.44045
C 0.35699 2.69518 0.86056
H 1.50614 -3.85670 -0.68876
H 2.32094 -1.56937 2.01305
H 1.53885 1.44360 4.55126
H 2.61145 0.98782 -1.06063
C -0.55958 -2.99759 -3.13604
H 1.35610 -3.90986 -3.61867
I -1.15493 -1.20520 3.54219
H 0.51071 2.81602 4.99211
H 1.86101 -2.85514 0.87231
C -0.98257 2.94784 1.27235
H -1.99179 3.75605 4.11160
H -1.50875 -1.08474 -2.72075
H 1.27130 -2.92590 2.57297
H -3.36228 0.08851 -2.14941
H -2.98369 3.40183 0.65868
H 0.32550 3.12030 -1.20650
C 2.94594 -1.69184 -3.10847
H -3.65515 -0.16952 1.87733
H -0.53005 -3.01970 -0.38111
C 0.98650 3.26481 -0.35572
H 2.04839 -0.23817 -4.43750
H 1.35684 -1.85190 -4.57540
C -3.57344 0.47800 1.01899
H 0.26892 0.40327 -3.13314
C 2.60729 -2.39476 -1.85353
C -2.63256 0.71824 -1.60951
H 3.60164 -0.84744 -2.86464
H -0.76323 -3.02885 -4.21538
C 2.50187 1.83960 2.10575
H 1.20287 4.33924 -0.29741
H -1.41998 -3.49189 -2.64332
Ru 0.98641 -1.29682 -1.23607
C -2.39456 -1.88296 0.03433
H -3.39103 1.48880 1.35551
C 0.60192 -0.65091 -3.04329
H 3.41804 -2.51800 -1.11306
H -1.24367 -3.39683 1.20598
H 1.92979 2.77396 -0.57063
```

Summary:
- Orbital gap (spin up / spin down): 6.48 / 4.88 eV
- 2S+1: 5
- E_HOMO (spin up / spin down): -0.48039 / -0.48032 Eh
- Energy relative to the best compared isomer or geometry (same formula, charge and spin): 0.0 kcal/mol
- Net charge: +2



3.
Here is a molecular structure, C24H43IrN2P3S2 in a non-equilibrium geometry from OMol25. Energies are from wB97M-V/def2-TZVPD.

The geometry in XYZ format:
```
75
C24H43IrN2P3S2 wB97M-V/def2-TZVPD
C 2.82252 1.24357 -1.99346
H -2.06277 2.40413 -3.66567
C -3.00889 -1.50424 -2.09432
H -0.81740 -2.02913 2.77241
P 0.96727 -1.69995 1.11205
H -0.98290 3.78687 -0.24862
H 5.78181 -0.34516 0.05181
C -3.03890 -0.02124 3.49530
C -1.04477 3.44801 -1.28805
H -3.03885 -0.79271 -2.92435
H 3.98669 0.99118 1.21584
C -4.92442 -0.83588 1.61716
H -2.30372 -3.85954 -1.09656
C -0.76053 0.66544 3.01941
H -3.20944 -1.24069 0.34811
H -3.81257 2.65768 -1.43520
C -4.37256 -0.12632 3.87137
H 2.80828 -1.88534 2.69424
H -3.35721 2.05689 0.18813
C -0.31431 -2.10968 -2.76937
C 2.79376 1.21753 -0.58587
C -3.32590 1.83906 -0.88627
H -0.71616 -3.85063 -0.31980
C -1.57165 1.51417 -3.24269
C 3.92190 0.76631 0.14141
H -1.79295 4.06296 -1.80991
C 1.81892 -2.98395 0.10786
H 2.55354 -3.49740 0.74342
C 4.43759 3.82272 0.37460
H -2.08637 0.62260 -3.60868
H -5.65590 -1.14331 0.87361
H 0.75093 1.49377 4.08091
C 2.33231 -1.05999 2.14509
H 5.18891 4.32644 -1.52309
H 5.43275 -0.96510 -2.32585
H 3.09318 -0.60580 1.50885
C 5.09609 3.54944 -0.76168
H -3.25927 -2.49886 -2.49788
H -0.29047 -1.26850 -3.47229
H -3.80173 -1.21602 -1.39115
H -0.52906 1.48504 -3.58248
P -1.33306 -1.66100 -1.31632
C 4.75998 -0.23490 -1.86694
S -1.70928 0.53420 4.48167
H -0.76007 -2.98558 -3.25920
C -1.62810 -3.26576 -0.46480
C 4.90757 0.02350 -0.50059
H 4.20087 4.86424 0.61634
H -0.06819 3.61375 -1.75674
H 0.98907 1.49689 2.31315
Ir -0.33818 0.01494 -0.03701
H 1.13311 -3.73702 -0.29501
H 2.07449 1.86521 -2.52145
H 5.64385 2.62282 -0.95972
H 2.35600 -2.50223 -0.71909
H 3.81782 0.42731 -3.71590
N -1.34245 0.22378 1.89984
S 1.35899 1.77020 0.22607
H 4.19112 3.08310 1.14562
C -2.64009 -0.26891 2.16496
H 1.97329 -0.31304 2.86677
H -2.10873 -3.12947 0.51109
H 0.72267 -2.79525 3.25327
C 0.03493 -2.62139 2.41153
H -3.88696 0.91391 -1.05174
C -3.57062 -0.82785 1.28163
N 0.47831 1.18216 3.15148
H -4.60004 0.08143 4.91512
H -0.32158 -3.58888 2.03703
C 3.80422 0.46963 -2.62608
H 0.71263 -2.34685 -2.47159
H 0.75601 -0.11709 -1.19673
C -5.34034 -0.44905 2.89956
H -6.40865 -0.43438 3.13909
P -1.56631 1.67723 -1.39367
```

Summary:
- Orbital gap (spin up / spin down): 5.18 / 4.38 eV
- 2S+1: 6
- E_HOMO (spin up / spin down): -0.59406 / -0.72957 Eh
- Energy relative to the best compared isomer or geometry (same formula, charge and spin): 9.1 kcal/mol
- Net charge: +4